The following is a quantum chemistry calculation of a single C5H7NO molecule, from the Open Molecules 2025 dataset.

For the HOMO-LUMO gap, the calculation gives 0.3505 hartree. The HOMO energy is -8.5960 eV. Its SMILES is C[C@H]1C=CNC1=O. Its energy relative to the best compared isomer or geometry (same formula, charge and spin) is 19.4 kcal/mol. Its molecular weight is 97.12 g/mol.

Structure (ORCA input):
```
! RIJCOSX wB97M-V def2-TZVPD def2/J DEFGRID3
* xyz 0 1
O -1.0655 2.1155 -0.3668
N -1.5178 -0.1377 0.0414
C -0.8702 -1.3473 -0.2728
C -0.7536 0.9486 -0.4020
C 0.3110 -1.1194 -0.8522
C 1.1043 0.5859 0.8530
C 0.6099 0.3454 -0.6473
H 1.7109 -0.2489 1.2000
H 1.2111 0.8288 -1.4250
H 1.6207 1.5408 0.9683
H 0.2481 0.6401 1.5469
H -1.3477 -2.2913 -0.0478
H 0.9166 -1.8433 -1.3873
H -2.1779 -0.0171 0.7917
*
```